1:
{
  "formula": "C2H7O",
  "method": "ωB97M-V with the def2-TZVPD basis set",
  "mol_weight_g_mol": 47.08,
  "homo_ev": -15.5,
  "total_charge": 1,
  "multiplicity": 1,
  "symbols": ["O", "H", "H", "H", "C", "C", "H", "H", "H", "H"],
  "coordinates": [[-1.734, 0.117, -0.346], [-2.664, 0.090, -0.038], [-1.397, -0.806, -0.348], [-1.013, 0.679, 0.051], [1.081, 0.328, 0.693], [1.115, -0.326, -0.465], [0.906, -0.182, 1.631], [1.336, 1.379, 0.750], [1.114, -1.414, -0.495], [1.256, 0.134, -1.433]]
}

---

2:
{
  "formula": "C2H7O",
  "method": "ωB97M-V with the def2-TZVPD basis set",
  "mol_weight_g_mol": 47.08,
  "homo_ev": -14.8,
  "total_charge": 1,
  "multiplicity": 1,
  "symbols": ["O", "H", "H", "H", "C", "C", "H", "H", "H", "H"],
  "coordinates": [[1.029, -1.112, 2.800], [0.687, -2.007, 2.878], [1.178, -0.737, 3.689], [0.965, -0.145, -0.907], [-1.216, 0.504, -1.774], [-0.077, 0.802, -1.180], [-1.651, -0.470, -1.804], [-1.875, 1.294, -2.156], [0.464, 0.148, -0.224], [0.495, 1.722, -1.322]]
}

---

Least stable = 2

---

1:
{
  "formula": "C5H14N2",
  "method": "ωB97M-V with the def2-TZVPD basis set",
  "mol_weight_g_mol": 102.18,
  "homo_ev": [-14.2, -14.2],
  "total_charge": 1,
  "multiplicity": 2,
  "symbols": ["N", "C", "C", "C", "N", "C", "C", "H", "H", "H", "H", "H", "H", "H", "H", "H", "H", "H", "H", "H", "H"],
  "coordinates": [[-0.753, -1.762, -1.386], [-0.421, -0.281, -1.377], [0.851, 0.410, -1.922], [-0.925, 0.196, 0.000], [0.087, 0.709, 0.919], [-0.545, 1.312, 2.139], [1.010, -0.468, 1.430], [0.191, -2.189, -1.283], [-0.828, -2.178, -2.369], [-1.186, 0.034, -2.045], [1.761, -0.178, -1.755], [1.148, 1.436, -1.667], [0.889, 0.341, -3.059], [-1.610, -0.478, 0.611], [-1.559, 1.075, -0.189], [-1.640, 1.480, 1.875], [-0.513, 0.518, 2.938], [0.081, 2.159, 2.655], [1.672, -0.666, 0.542], [0.545, -1.377, 1.800], [1.744, -0.090, 2.143]]
}

---

2:
{
  "formula": "C5H14N2",
  "method": "ωB97M-V with the def2-TZVPD basis set",
  "mol_weight_g_mol": 102.18,
  "homo_ev": [-14.7, -14.8],
  "total_charge": 1,
  "multiplicity": 2,
  "symbols": ["C", "N", "C", "C", "C", "C", "N", "H", "H", "H", "H", "H", "H", "H", "H", "H", "H", "H", "H", "H", "H"],
  "coordinates": [[-0.578, -3.248, -0.745], [-0.679, -0.065, -1.501], [-0.810, 2.156, 1.254], [-1.003, 0.708, 0.793], [-0.123, 0.270, -0.335], [1.367, 0.052, -0.180], [2.161, 1.282, -0.153], [-1.260, -4.084, -0.830], [0.238, -3.373, -1.458], [-0.123, -3.233, 0.247], [-1.071, -2.305, -0.959], [-1.497, 2.392, 2.060], [0.192, 2.354, 1.635], [-0.993, 2.860, 0.439], [-2.042, 0.522, 0.520], [-0.796, 0.052, 1.644], [-0.325, 1.077, -1.372], [1.724, -0.561, -1.005], [1.517, -0.476, 0.763], [2.429, 1.553, -1.093], [1.673, 2.067, 0.278]]
}

---

Least stable = 2

---

1:
{
  "formula": "C5H14N2",
  "method": "ωB97M-V with the def2-TZVPD basis set",
  "mol_weight_g_mol": 102.18,
  "homo_ev": [-13.1, -13.1],
  "total_charge": 1,
  "multiplicity": 2,
  "symbols": ["C", "N", "C", "C", "C", "C", "N", "H", "H", "H", "H", "H", "H", "H", "H", "H", "H", "H", "H", "H", "H"],
  "coordinates": [[2.027, 1.553, 0.042], [0.581, 1.755, 0.078], [-0.967, -1.469, 1.534], [0.290, -0.633, 1.091], [-0.213, 0.426, 0.093], [-0.298, -0.316, -1.239], [-1.442, -1.184, -1.644], [2.539, 2.357, -0.572], [2.053, 0.577, -0.416], [2.681, 1.455, 1.041], [0.355, 2.173, 0.988], [-0.981, -1.580, 2.633], [-1.081, -2.439, 1.009], [-1.837, -0.931, 1.142], [0.676, 0.025, 2.076], [1.159, -1.068, 0.670], [-1.198, 0.736, 0.592], [-0.159, 0.394, -2.052], [0.601, -0.950, -1.232], [-1.429, -1.296, -2.670], [-2.388, -0.813, -1.380]]
}

---

2:
{
  "formula": "C5H14N2",
  "method": "ωB97M-V with the def2-TZVPD basis set",
  "mol_weight_g_mol": 102.18,
  "homo_ev": [-14.2, -14.2],
  "total_charge": 1,
  "multiplicity": 2,
  "symbols": ["N", "C", "C", "C", "C", "C", "N", "H", "H", "H", "H", "H", "H", "H", "H", "H", "H", "H", "H", "H", "H"],
  "coordinates": [[1.593, 1.508, 0.256], [0.187, 0.845, 0.134], [0.220, -0.677, 0.758], [0.991, -1.974, 0.262], [-1.241, -0.937, 1.312], [-0.135, 0.771, -1.442], [-1.037, 1.805, -1.846], [1.875, 1.974, -0.594], [1.536, 2.043, 1.038], [-0.587, 1.359, 0.860], [0.653, -0.315, 1.689], [1.533, -1.821, -0.677], [1.733, -2.443, 1.001], [0.208, -2.776, 0.307], [-1.314, -1.741, 2.029], [-1.672, -0.064, 1.804], [-1.922, -1.433, 0.587], [0.866, 1.011, -1.988], [-0.363, -0.286, -1.623], [-1.385, 1.536, -2.706], [-1.741, 1.615, -1.162]]
}

---

Least stable = 2

---

1:
{
  "formula": "C6H12N2Si",
  "method": "ωB97M-V with the def2-TZVPD basis set",
  "mol_weight_g_mol": 140.26,
  "homo_ev": -9.0,
  "multiplicity": 1,
  "symbols": ["Si", "N", "C", "C", "N", "C", "H", "H", "H", "H", "H", "H", "C", "C", "C", "H", "H", "H", "H", "H", "H"],
  "coordinates": [[1.248, 0.339, -1.056], [0.702, -0.869, -2.202], [1.165, -1.042, -3.488], [0.359, -1.998, -4.086], [-0.629, -2.353, -3.188], [-0.363, -1.705, -2.080], [1.365, 0.098, 0.528], [2.419, 1.070, -1.528], [0.172, 1.331, -1.112], [2.063, -0.508, -3.806], [0.263, -2.259, -5.062], [-0.861, -1.969, -1.128], [-2.031, 0.807, 2.586], [-1.059, 0.711, 3.492], [0.122, 1.559, 3.444], [-2.801, 0.024, 2.715], [-2.059, 1.296, 1.606], [-1.203, -0.177, 4.203], [-0.069, 2.333, 4.201], [1.205, 1.154, 3.441], [-0.011, 2.157, 2.521]]
}

---

2:
{
  "formula": "C6H12N2Si",
  "method": "ωB97M-V with the def2-TZVPD basis set",
  "mol_weight_g_mol": 140.26,
  "homo_ev": -9.7,
  "multiplicity": 1,
  "symbols": ["C", "C", "Si", "C", "C", "N", "C", "C", "N", "H", "H", "H", "H", "H", "H", "H", "H", "H", "H", "H", "H"],
  "coordinates": [[-1.238, -0.021, 1.862], [0.266, 0.381, 1.593], [0.646, -0.025, -0.339], [-0.360, 1.079, -1.433], [0.369, -1.817, -0.734], [2.348, 0.212, -0.494], [3.146, 0.596, -1.354], [4.531, 0.554, -1.190], [5.667, 0.667, -1.290], [-1.741, 0.759, 1.191], [-1.393, -1.126, 1.553], [-1.398, 0.154, 2.997], [0.862, -0.120, 2.277], [0.358, 1.454, 1.705], [-1.064, 1.605, -0.761], [0.240, 1.871, -2.071], [-0.946, 0.623, -2.136], [1.151, -2.249, -1.402], [0.185, -2.459, 0.106], [-0.478, -2.051, -1.245], [2.908, 0.972, -2.390]]
}

---

Least stable = 1